{
  "formula": "C96H107F13O9",
  "method": "ωB97M-V/def2-TZVPD",
  "species": ["C", "O", "C", "C", "O", "C", "C", "O", "C", "H", "H", "H", "H", "H", "H", "H", "H", "H", "H", "H", "H", "H", "H", "C", "O", "C", "C", "O", "C", "C", "O", "C", "H", "H", "H", "H", "H", "H", "H", "H", "H", "H", "H", "H", "H", "H", "C", "O", "C", "C", "O", "C", "C", "O", "C", "H", "H", "H", "H", "H", "H", "H", "H", "H", "H", "H", "H", "H", "H", "F", "C", "C", "C", "C", "C", "C", "H", "H", "H", "H", "H", "F", "C", "C", "C", "C", "C", "C", "H", "H", "H", "H", "H", "F", "C", "C", "C", "C", "C", "C", "H", "H", "H", "H", "H", "F", "C", "C", "C", "C", "C", "C", "H", "H", "H", "H", "H", "F", "C", "C", "C", "C", "C", "C", "H", "H", "H", "H", "H", "F", "C", "C", "C", "C", "C", "C", "H", "H", "H", "H", "H", "F", "C", "C", "C", "C", "C", "C", "H", "H", "H", "H", "H", "F", "C", "C", "C", "C", "C", "C", "H", "H", "H", "H", "H", "F", "C", "C", "C", "C", "C", "C", "H", "H", "H", "H", "H", "F", "C", "C", "C", "C", "C", "C", "H", "H", "H", "H", "H", "F", "C", "C", "C", "C", "C", "C", "H", "H", "H", "H", "H", "F", "C", "C", "C", "C", "C", "C", "H", "H", "H", "H", "H", "F", "C", "C", "C", "C", "C", "C", "H", "H", "H", "H", "H"],
  "positions_angstrom": [[18.22848, 14.49758, 10.59683], [17.32078, 14.72795, 9.50727], [16.79049, 16.01714, 9.28194], [15.97115, 16.66694, 10.41644], [16.71704, 17.33942, 11.35858], [16.05073, 18.06818, 12.38818], [17.02165, 19.12329, 12.91510], [17.90640, 18.55040, 13.88372], [18.83955, 17.63188, 13.32293], [18.39615, 13.41043, 10.50980], [17.66009, 14.69046, 11.50040], [19.10187, 15.12069, 10.62867], [16.08424, 15.73208, 8.48057], [17.54426, 16.72565, 8.90424], [15.38882, 15.81107, 10.80481], [15.25466, 17.38726, 10.00988], [15.61350, 17.44434, 13.16625], [15.17478, 18.56040, 11.89949], [16.52007, 19.92829, 13.44834], [17.65657, 19.51632, 12.08847], [19.61154, 17.45130, 14.10050], [19.31089, 17.93815, 12.39220], [18.26047, 16.76079, 13.07197], [17.11672, 12.42696, 21.79784], [17.69484, 12.50376, 20.49868], [18.98668, 12.01874, 20.47145], [19.71520, 12.13448, 19.12358], [20.04508, 13.45891, 18.74254], [19.02168, 14.36285, 18.26741], [19.18224, 14.83522, 16.83297], [18.35274, 15.92472, 16.59846], [17.05555, 15.58181, 16.04174], [16.04646, 12.59813, 21.61609], [17.44992, 13.14448, 22.53664], [17.25100, 11.38455, 22.16242], [18.94451, 10.94484, 20.66274], [19.55358, 12.57455, 21.20851], [19.16484, 11.55279, 18.35117], [20.69084, 11.61776, 19.22096], [19.05021, 15.27324, 18.89583], [18.00932, 13.89089, 18.39454], [18.94702, 13.98360, 16.16532], [20.18375, 15.20296, 16.60008], [17.07704, 15.20236, 15.03798], [16.45500, 16.49007, 16.04904], [16.51234, 14.90640, 16.68680], [18.70810, 16.44811, 22.47270], [17.33774, 16.19295, 22.41485], [16.82570, 16.03056, 21.11514], [15.34412, 15.88045, 21.09076], [14.73606, 17.11557, 21.34973], [13.31803, 17.15008, 21.18416], [12.71006, 18.43701, 21.67668], [11.25836, 18.30324, 21.52741], [10.59595, 19.49496, 21.80648], [18.88807, 17.45470, 22.14972], [19.32521, 15.78396, 21.86843], [18.98255, 16.40432, 23.53501], [17.25410, 15.08469, 20.75258], [17.14671, 16.88414, 20.49931], [15.00723, 15.14660, 21.83431], [15.08562, 15.44264, 20.09842], [12.78588, 16.33494, 21.62022], [13.05635, 17.01876, 20.11434], [13.09831, 19.35282, 21.15564], [12.93274, 18.61306, 22.76598], [11.10392, 20.29706, 21.24446], [10.65404, 19.62130, 22.88186], [9.54924, 19.49946, 21.61902], [21.12116, 20.11399, 14.61893], [22.15372, 20.73003, 14.05485], [23.09634, 19.93763, 13.40015], [24.14168, 20.57236, 12.75168], [24.19838, 21.93477, 12.71530], [23.26976, 22.69577, 13.38056], [22.18745, 22.10232, 14.06714], [23.05152, 18.86008, 13.44310], [24.94034, 20.02786, 12.22290], [25.01151, 22.47206, 12.30021], [23.30865, 23.76654, 13.19885], [21.55033, 22.71711, 14.63915], [12.00446, 27.79530, 15.22725], [12.37479, 26.49278, 15.39556], [13.43833, 26.36994, 16.31021], [13.91447, 25.03380, 16.49530], [13.42502, 23.98412, 15.73130], [12.36841, 24.22745, 14.85208], [11.85710, 25.45667, 14.61661], [13.73148, 27.17806, 16.93566], [14.67989, 24.83689, 17.26095], [13.69905, 22.96259, 15.92147], [11.98443, 23.34906, 14.35603], [11.02783, 25.68335, 13.95377], [11.16253, 21.11926, 15.60803], [11.13272, 20.03351, 16.38902], [10.04128, 19.18192, 16.29181], [9.97141, 18.05588, 17.08296], [11.06981, 17.71760, 17.90877], [12.15567, 18.53881, 17.93667], [12.23925, 19.70686, 17.13255], [9.14507, 19.47101, 15.75612], [9.08556, 17.42802, 17.04605], [11.05634, 16.85890, 18.56620], [13.00176, 18.26554, 18.58332], [13.10526, 20.36115, 17.16977], [14.21992, 24.53246, 19.99195], [12.97489, 24.45556, 20.39846], [12.74640, 24.65525, 21.74915], [11.46897, 24.53080, 22.24513], [10.40733, 24.15323, 21.42325], [10.65876, 23.94757, 20.03921], [11.91518, 24.10085, 19.52965], [13.60021, 24.78541, 22.41540], [11.26953, 24.69556, 23.31634], [9.39556, 24.09554, 21.84872], [9.91048, 23.66212, 19.29492], [12.11245, 23.92228, 18.47280], [11.65214, 14.64921, 19.88604], [10.75543, 13.82255, 20.44374], [9.97494, 13.07394, 19.60558], [9.14374, 12.11800, 20.23611], [9.16056, 11.93150, 21.62288], [9.97588, 12.70893, 22.43306], [10.76404, 13.65900, 21.82506], [10.00450, 13.23494, 18.53889], [8.51379, 11.41457, 19.72087], [8.70952, 11.07603, 22.09167], [10.06836, 12.46724, 23.45526], [11.44156, 14.26935, 22.41855], [14.49578, 21.32092, 22.05397], [15.81064, 21.27121, 22.37899], [16.38294, 22.48367, 22.54719], [17.74899, 22.51935, 22.98971], [18.39786, 21.31214, 23.22666], [17.73096, 20.07290, 23.00510], [16.41580, 20.02366, 22.50716], [15.81146, 23.39857, 22.29030], [18.29930, 23.47377, 23.08748], [19.44200, 21.30372, 23.53477], [18.20669, 19.11234, 23.22894], [15.92523, 19.07895, 22.32028], [11.42389, 19.45445, 13.17127], [12.38412, 20.13675, 12.54860], [12.53222, 19.95990, 11.15821], [13.65450, 20.54550, 10.53545], [14.62582, 21.26285, 11.29232], [14.35490, 21.45828, 12.66730], [13.28403, 20.85427, 13.30596], [11.80871, 19.30040, 10.70169], [13.88559, 20.40374, 9.46471], [15.42223, 21.73778, 10.69748], [15.05535, 22.06209, 13.23004], [13.09419, 20.89800, 14.36358], [11.99850, 10.38564, 18.41716], [13.20288, 10.77846, 18.02841], [13.76628, 10.26517, 16.87824], [15.06360, 10.67692, 16.55157], [15.72683, 11.65607, 17.33587], [15.12523, 12.17298, 18.47348], [13.82961, 11.75110, 18.76081], [13.16533, 9.63942, 16.25725], [15.55798, 10.32154, 15.64460], [16.80102, 11.83266, 17.20928], [15.57517, 12.94115, 19.08022], [13.26036, 12.14546, 19.61294], [22.38701, 19.46874, 18.00536], [21.22730, 19.32664, 18.59868], [20.20625, 18.66474, 17.93238], [18.93864, 18.59071, 18.63960], [18.77367, 19.14943, 19.90568], [19.84105, 19.79123, 20.52352], [21.06763, 19.81826, 19.88416], [20.29670, 18.40524, 16.89863], [18.12529, 18.04872, 18.18883], [17.74693, 19.17462, 20.28549], [19.68814, 20.18114, 21.51434], [21.97076, 20.26533, 20.29705], [13.03493, 16.53639, 12.11504], [13.35686, 16.02560, 13.32050], [13.73335, 14.69544, 13.36372], [13.93946, 14.14276, 14.63727], [13.92912, 14.92910, 15.77652], [13.63012, 16.27842, 15.66938], [13.38609, 16.86186, 14.41400], [13.81237, 14.08242, 12.45770], [14.17793, 13.07315, 14.68750], [14.10406, 14.50867, 16.74725], [13.55506, 16.95395, 16.53305], [13.22986, 17.92409, 14.27448], [20.12605, 23.01960, 16.31705], [19.28246, 23.22133, 17.34518], [19.07564, 22.23118, 18.26883], [18.23107, 22.54346, 19.32060], [17.58534, 23.77245, 19.46192], [17.88404, 24.74482, 18.55657], [18.72668, 24.49032, 17.42245], [19.52954, 21.25080, 18.19012], [18.09055, 21.80092, 20.09487], [16.99073, 24.03344, 20.33700], [17.31251, 25.65022, 18.74902], [19.09286, 25.21258, 16.67184], [15.47473, 17.46872, 18.05089], [15.54166, 18.79727, 17.86829], [15.29903, 19.65094, 18.89607], [15.53090, 20.99412, 18.62749], [16.00915, 21.44472, 17.42288], [16.14708, 20.59201, 16.32359], [15.88502, 19.21035, 16.59155], [14.87723, 19.32976, 19.83571], [15.25294, 21.69720, 19.39334], [16.09891, 22.52619, 17.29999], [16.46000, 20.92570, 15.36010], [15.98290, 18.45925, 15.80177], [16.27357, 25.49588, 11.31378], [16.76064, 24.54794, 12.08409], [17.64230, 23.65512, 11.52709], [18.23931, 22.69257, 12.38310], [17.96094, 22.67668, 13.73462], [16.97142, 23.52546, 14.25319], [16.37082, 24.49599, 13.42106], [17.82476, 23.66185, 10.45068], [18.95049, 21.98510, 12.02821], [18.35313, 21.90765, 14.36584], [16.80444, 23.50609, 15.34816], [15.59550, 25.18146, 13.71917]],
  "atomic_forces_ev_per_a": [[-2.0, -0.6, -0.3], [0.8, 0.0, 0.4], [-0.4, 0.2, -0.2], [-0.9, -1.1, -0.7], [1.5, -0.1, 0.9], [-0.9, 1.0, -1.6], [0.8, -1.0, 0.3], [0.4, 0.7, -0.2], [-0.1, -0.1, 1.0], [0.5, 0.6, 0.3], [0.1, -0.1, 0.6], [0.6, 0.2, -0.4], [0.1, 0.9, 0.2], [0.0, -0.2, 0.0], [0.0, 0.3, 0.4], [-0.2, -0.1, -0.4], [0.4, -0.3, 0.2], [0.4, 0.0, 0.4], [-0.2, 0.0, -0.3], [-0.7, 0.0, 0.2], [-0.6, -0.1, -0.5], [0.1, 0.6, -0.1], [0.3, -0.9, 0.0], [-0.9, -1.2, -0.9], [-1.0, 1.0, -0.1], [1.1, -0.3, -0.6], [-0.4, 0.0, -0.1], [-0.2, 0.4, -0.6], [-0.6, -0.4, 1.1], [0.5, -1.0, -0.4], [-1.7, 0.3, -0.8], [0.4, 1.1, 1.2], [0.2, -0.1, 0.3], [0.6, 0.3, 0.0], [-0.1, 0.6, 0.1], [0.3, -0.3, 0.5], [0.6, -0.2, 0.4], [0.0, 0.6, 0.1], [-0.5, 0.3, 0.1], [0.0, -0.4, -0.1], [0.8, 0.4, -0.1], [0.2, 0.3, -0.1], [0.2, -0.4, 0.3], [0.4, -0.3, -0.6], [0.3, 0.0, -0.1], [0.0, -0.5, 0.2], [0.0, 0.2, 0.7], [-0.9, -0.2, 0.7], [1.0, -0.4, 0.0], [-0.5, -0.6, -0.2], [-0.9, 0.8, 0.1], [0.2, 0.1, -1.5], [-0.9, 1.0, 1.0], [1.5, -1.1, -0.8], [1.4, 0.7, 0.6], [0.4, 0.7, -0.4], [0.0, -0.3, 0.0], [0.1, -0.2, -0.3], [0.0, 0.2, -0.5], [-0.1, -0.3, -0.2], [0.1, 0.0, 0.1], [-0.1, 0.5, 0.3], [0.0, -0.8, 1.0], [0.3, 0.2, 0.2], [-0.5, -0.8, 0.1], [-0.1, -0.3, -0.8], [-0.4, 0.2, 0.4], [0.3, 0.8, 0.4], [-0.8, -0.6, -0.8], [-0.7, -0.5, 0.7], [0.3, -0.2, -0.7], [0.2, 0.3, 0.2], [0.6, -1.1, -0.5], [0.0, 0.8, 0.7], [-1.3, 0.1, -0.1], [2.1, 0.3, -0.9], [-0.2, 0.0, 0.0], [-0.6, 0.0, 0.4], [0.7, 0.1, -0.8], [0.0, 0.0, 0.6], [-1.0, 0.3, 0.3], [-0.7, -0.6, -0.4], [1.9, 1.2, 0.6], [-1.2, -3.1, -0.8], [0.4, 1.1, 0.3], [-0.8, 0.9, 0.4], [0.7, -2.0, -0.1], [-0.5, 2.2, 0.6], [0.3, 0.6, 0.1], [-0.3, 0.2, -0.4], [0.4, -0.2, 0.0], [-0.3, 0.1, -0.3], [0.2, -0.2, 0.0], [-0.1, 0.7, -0.1], [0.3, -1.1, -0.4], [-0.9, 0.3, 0.6], [0.9, -0.5, 0.4], [-1.3, 0.0, -0.3], [1.3, 1.0, -0.2], [-0.2, -0.5, 0.9], [0.3, 0.1, -0.4], [0.2, 0.1, 0.0], [-0.2, -0.1, -0.1], [-0.4, 0.3, -0.4], [0.0, -0.1, 0.0], [1.4, 0.1, -1.0], [-2.4, -0.5, 0.7], [0.8, -0.2, -0.2], [-1.2, -0.3, 0.6], [0.0, 0.3, -0.7], [-0.9, 0.0, 0.8], [2.0, 0.3, 0.0], [-0.2, 0.3, -0.2], [0.2, -0.1, -0.6], [0.5, -0.1, -0.4], [-0.2, 0.1, 0.7], [0.0, 0.1, 0.2], [0.3, 0.6, -0.1], [0.1, -0.5, 0.5], [-1.2, -0.8, 0.7], [0.3, 0.0, 0.6], [0.7, 0.1, -0.4], [-0.1, -0.1, -1.6], [0.7, 0.8, 0.2], [0.0, -0.1, -0.1], [0.0, 0.1, -0.7], [-0.6, -0.1, -0.2], [0.0, 0.1, 1.1], [-0.1, 0.0, -0.2], [-0.3, -0.4, -0.4], [-1.2, -0.9, -0.4], [2.2, 1.5, 0.5], [-0.8, -0.1, -0.6], [-0.5, -0.6, -0.1], [-0.4, 0.3, -0.1], [1.4, 0.9, 1.0], [0.4, -0.8, 0.4], [-0.5, -0.7, 0.0], [-0.3, 0.0, 0.1], [0.1, 0.5, -0.1], [-0.2, 0.0, 0.0], [-0.6, -0.1, 0.2], [1.0, -0.3, -1.5], [0.7, 0.5, 0.9], [0.5, -0.2, 0.4], [-2.1, -0.1, -0.3], [1.2, 0.1, -1.0], [-0.2, 0.0, -0.4], [0.1, 0.1, -0.4], [-0.5, 0.0, 0.6], [-0.2, -0.2, 0.9], [0.0, 0.0, 0.2], [0.2, 0.3, 0.3], [-0.9, -0.3, 0.1], [0.8, 0.5, -0.5], [0.7, 0.5, 0.0], [0.1, 0.9, 0.2], [0.6, -1.3, 0.2], [-1.1, -0.1, -0.7], [-0.2, 0.6, 1.4], [0.0, -0.6, -0.3], [-0.2, -0.1, 0.3], [-0.5, 0.2, -0.5], [0.3, -0.1, 0.1], [0.4, -0.1, -0.3], [1.4, 0.2, -0.6], [-2.0, -0.9, 0.3], [-1.9, 0.8, 1.8], [1.9, 0.0, -0.7], [-0.4, 0.0, -1.1], [0.1, -0.7, -0.1], [0.7, 0.5, 0.1], [0.1, -0.5, -0.3], [-0.1, 0.0, -0.3], [0.5, -0.1, 0.3], [0.3, 0.3, 0.0], [-0.3, 0.1, 0.3], [0.0, 0.3, -0.2], [0.5, -0.2, -0.5], [-0.4, -0.4, 0.7], [0.7, -0.5, -0.8], [-0.6, 0.3, -0.1], [-0.1, 1.2, -0.4], [-0.1, -0.5, 0.6], [-0.2, 0.4, 0.4], [-0.1, 0.5, 0.2], [0.1, -0.3, 0.3], [0.3, -0.6, -0.3], [-0.2, 0.0, 0.2], [0.2, -0.4, -0.2], [0.0, 1.1, -0.3], [-0.4, -0.1, 0.5], [-0.2, -0.4, 0.9], [1.0, -0.8, 0.4], [-0.1, 0.8, -1.8], [-0.3, 0.2, 1.2], [0.0, 0.2, -0.1], [-0.1, -0.1, 0.0], [0.0, -0.4, -0.3], [0.6, 0.4, -0.6], [-0.7, -0.2, 0.6], [-0.4, -0.6, 0.4], [0.5, -0.2, -1.3], [-0.1, 0.8, 0.2], [-0.5, -0.3, 0.8], [-0.5, 0.8, -1.3], [-0.6, -1.9, 2.1], [0.6, 1.2, -1.0], [0.2, -0.2, 0.1], [0.2, 0.3, 0.2], [0.3, -0.3, 0.0], [0.1, 0.2, -0.4], [0.1, 0.3, 0.3], [-0.8, 1.0, -0.8], [0.4, -0.9, 1.1], [0.7, -1.3, 0.4], [-0.5, 1.1, -0.4], [-1.4, 0.3, 0.0], [0.3, 1.0, 0.1], [0.6, -0.8, 0.1], [0.1, 0.1, 0.4], [0.4, -0.4, -0.6], [0.5, -0.2, 0.3], [-0.3, 0.0, -0.9], [0.0, 0.1, 0.4]],
  "e_tot_ha": -5697.44039,
  "multiplicity": 1,
  "lumo_energy_ev": 0.59
}